{
  "formula": "C25H32N2O3",
  "method": "the ωB97M-V functional and the def2-TZVPD basis",
  "smiles": "CCCCN1C[C@H](Cc2ccccc2)[C@@H](CC(=O)NCc2ccc(OC)cc2)C1=O",
  "e_tot_ev": -35568.9797,
  "orbital_gap_ha": 0.332,
  "lumo_ha": 0.023,
  "max_force_ev_per_a": 0.7,
  "total_charge": 0,
  "de_lowest_kj_mol": 6.1,
  "symbols": ["C", "C", "C", "H", "C", "N", "C", "O", "C", "C", "C", "O", "N", "H", "C", "C", "C", "C", "C", "C", "C", "H", "H", "O", "C", "H", "H", "H", "H", "H", "H", "H", "H", "H", "C", "C", "C", "C", "C", "C", "C", "C", "H", "H", "H", "H", "H", "H", "H", "C", "H", "H", "H", "H", "H", "H", "H", "H", "H", "H", "H", "H"],
  "xyz": [[-2.158, -5.089, 0.803], [-1.781, -3.743, 0.197], [-2.358, -2.584, 1.006], [-1.925, -2.586, 2.008], [-2.103, -1.214, 0.373], [-0.696, -0.897, 0.280], [0.035, -0.533, 1.342], [-0.392, -0.372, 2.472], [1.482, -0.350, 0.896], [2.128, 0.874, 1.559], [1.369, 2.134, 1.177], [1.693, 2.836, 0.236], [0.310, 2.396, 1.970], [0.001, 1.671, 2.605], [-0.664, 3.413, 1.618], [-1.769, 2.819, 0.783], [-2.988, 2.456, 1.344], [-3.970, 1.869, 0.575], [-3.753, 1.621, -0.781], [-2.533, 1.973, -1.346], [-1.557, 2.565, -0.564], [-0.611, 2.838, -1.008], [-2.334, 1.800, -2.393], [-4.785, 1.028, -1.448], [-4.644, 0.788, -2.826], [-3.826, 0.090, -3.034], [-5.584, 0.342, -3.146], [-4.478, 1.716, -3.383], [-4.921, 1.588, 1.001], [-3.170, 2.639, 2.393], [-1.062, 3.848, 2.538], [-0.128, 4.177, 1.050], [3.161, 0.970, 1.224], [2.105, 0.738, 2.642], [1.396, -0.291, -0.635], [2.562, -0.987, -1.345], [3.876, -0.340, -1.003], [4.178, 0.928, -1.485], [5.367, 1.546, -1.143], [6.273, 0.901, -0.317], [5.985, -0.365, 0.161], [4.792, -0.980, -0.180], [4.574, -1.969, 0.199], [6.688, -0.875, 0.803], [7.201, 1.384, -0.049], [5.585, 2.534, -1.518], [3.473, 1.440, -2.123], [2.584, -2.042, -1.059], [2.396, -0.931, -2.424], [0.041, -0.947, -0.959], [-0.503, -0.407, -1.740], [0.173, -1.985, -1.289], [1.377, 0.758, -0.941], [2.035, -1.242, 1.213], [-2.578, -0.446, 0.991], [-2.528, -1.171, -0.632], [-3.438, -2.713, 1.106], [-0.693, -3.659, 0.166], [-2.154, -3.690, -0.830], [-1.731, -5.904, 0.224], [-1.788, -5.161, 1.823], [-3.239, -5.209, 0.823]],
  "nbo_charge": [-0.599, -0.395, -0.405, 0.217, -0.213, -0.426, 0.704, -0.671, -0.298, -0.486, 0.681, -0.656, -0.618, 0.426, -0.246, -0.063, -0.181, -0.261, 0.288, -0.273, -0.201, 0.232, 0.211, -0.496, -0.250, 0.170, 0.201, 0.178, 0.226, 0.213, 0.203, 0.236, 0.246, 0.231, -0.223, -0.403, -0.046, -0.151, -0.216, -0.220, -0.208, -0.219, 0.206, 0.212, 0.213, 0.215, 0.206, 0.204, 0.215, -0.189, 0.200, 0.183, 0.237, 0.230, 0.232, 0.197, 0.203, 0.192, 0.190, 0.207, 0.204, 0.201]
}

=====

{
  "formula": "C16H26F5GeI2N3STc",
  "method": "the ωB97M-V functional and the def2-TZVPD basis",
  "spin_multiplicity": 2,
  "e_tot_ev": -120806.8593,
  "orbital_gap_ha": [0.237, 0.224],
  "lumo_ha": [-0.288, -0.303],
  "max_force_ev_per_a": 0.5,
  "total_charge": 2,
  "de_lowest_kj_mol": 11.0,
  "symbols": ["Tc", "C", "C", "N", "C", "C", "N", "C", "C", "N", "H", "H", "H", "H", "H", "H", "H", "H", "H", "H", "H", "H", "H", "H", "H", "I", "I", "C", "Ge", "C", "C", "C", "H", "H", "H", "H", "H", "H", "H", "H", "H", "H", "H", "F", "C", "C", "F", "C", "F", "C", "S", "C", "F", "C", "F"],
  "xyz": [[0.783, 0.157, -0.230], [-0.758, 2.632, 0.430], [0.037, 3.164, -0.747], [0.690, 2.028, -1.463], [2.091, 2.306, -1.870], [2.993, 2.232, -0.654], [2.637, 1.054, 0.212], [2.507, 1.411, 1.665], [1.224, 2.204, 1.884], [0.058, 1.606, 1.134], [-1.672, 2.140, 0.100], [-1.039, 3.434, 1.115], [0.805, 3.865, -0.424], [-0.616, 3.716, -1.423], [0.151, 1.850, -2.303], [2.187, 3.284, -2.347], [2.374, 1.551, -2.605], [2.910, 3.132, -0.046], [4.035, 2.146, -0.959], [3.376, 0.355, 0.119], [3.371, 1.993, 1.990], [2.492, 0.479, 2.224], [1.341, 3.229, 1.540], [0.991, 2.249, 2.947], [-0.533, 1.117, 1.803], [3.643, -1.150, -2.416], [5.716, -2.681, -3.034], [-2.443, -2.172, -2.916], [-1.999, -0.642, -1.809], [-2.648, -0.861, 0.021], [-2.588, 1.033, -2.622], [0.050, -0.608, -1.908], [-3.528, -2.255, -2.994], [-2.060, -3.094, -2.480], [-2.034, -2.063, -3.920], [-3.734, -0.958, -0.016], [-2.425, -0.022, 0.683], [-2.246, -1.772, 0.466], [-3.660, 0.960, -2.815], [-2.103, 1.194, -3.587], [-2.443, 1.918, -2.000], [0.255, -0.110, -2.858], [0.396, -1.644, -1.958], [-2.357, -4.612, 4.514], [-1.576, -3.936, 3.708], [-0.639, -4.596, 2.924], [-0.533, -5.907, 2.978], [0.180, -3.865, 2.082], [1.059, -4.516, 1.335], [0.088, -2.474, 1.986], [1.238, -1.685, 0.906], [-0.856, -1.851, 2.792], [-0.959, -0.505, 2.801], [-1.681, -2.551, 3.644], [-2.553, -1.909, 4.401]],
  "nbo_charge": [0.783, -0.243, -0.252, -0.602, -0.246, -0.255, -0.549, -0.251, -0.253, -0.561, 0.232, 0.245, 0.215, 0.252, 0.425, 0.239, 0.235, 0.216, 0.261, 0.447, 0.247, 0.248, 0.219, 0.259, 0.449, -0.115, 0.159, -1.063, 1.576, -1.096, -1.098, -0.963, 0.263, 0.250, 0.253, 0.273, 0.214, 0.244, 0.274, 0.246, 0.215, 0.242, 0.279, -0.245, 0.319, 0.324, -0.259, 0.352, -0.273, -0.343, 0.196, 0.327, -0.333, 0.281, -0.261]
}